[1]
A molecular structure, C6H12F8IN2O3PtTe. Source: OMol25; level of theory: ωB97M-V/def2-TZVPD.

The calculation puts the relative energy (zero: lowest compared OMol25 entry of this formula, charge and spin) at 231.0 kJ/mol. The calculation puts the HOMO energy (spin up / spin down) at -5.48 / -5.48 eV. The max |F| comes out at 2.324 eV/Å. The calculation puts the HOMO-LUMO gap (spin up / spin down) at 0.1852 / 0.1856 Ha. The LUMO energy (spin up / spin down) is -0.016 / -0.016 Eh.

```
! wB97M-V def2-TZVPD RIJCOSX def2/J DEFGRID3
* xyz -1 1
Pt -0.103 1.748 -0.283
I -2.178 2.475 1.069
F 3.691 0.302 -2.208
Te 2.847 0.491 -0.544
F 4.506 -0.377 0.008
F 2.256 -1.380 -0.909
F 1.657 1.562 1.156
F 3.866 2.090 -0.485
O 1.398 1.174 -1.516
C -2.014 -2.339 2.674
C -1.106 -2.134 1.468
C -1.749 -2.745 0.222
C 0.275 -2.756 1.713
N -1.038 -0.671 1.291
N -0.213 -0.262 0.209
H -2.233 -3.400 2.804
H -2.949 -1.795 2.535
H -1.536 -1.977 3.588
H -2.015 -3.785 0.416
H -1.066 -2.745 -0.631
H -2.657 -2.197 -0.037
H 0.173 -3.811 1.977
H 0.786 -2.245 2.534
H 0.906 -2.696 0.823
H -0.714 -0.204 2.130
H -0.509 -0.751 -0.631
H 0.754 -0.553 0.347
F 1.138 5.189 -3.003
C -0.020 4.575 -3.240
F 0.020 4.073 -4.474
F -0.993 5.506 -3.209
C -0.323 3.472 -2.206
O -1.017 2.523 -2.552
O 0.161 3.641 -1.036
*
```

***

[2]
2 unconnected molecules or ions with the total composition C6H12FN. Source: OMol25; level of theory: ωB97M-V/def2-TZVPD.

The calculation puts the relative energy (zero: lowest compared OMol25 entry of this formula, charge and spin) at 321.5 kJ/mol. The calculation puts the HOMO energy at -7.39 eV. The max |F| comes out at 5.173 eV/Å. The calculation puts the HOMO-LUMO gap at 0.3066 Ha. The LUMO energy is 0.035 Eh.

```
! wB97M-V def2-TZVPD RIJCOSX def2/J DEFGRID3
* xyz 0 1
C 1.654 0.734 -0.239
C 0.315 1.480 -0.707
C 1.408 -0.748 -0.340
C -0.697 0.418 -0.278
C -1.381 0.923 1.841
C -0.751 -2.029 -0.389
N -0.013 -0.804 -0.272
F -1.963 0.461 -1.010
H 2.516 1.067 -0.828
H 1.787 1.142 0.709
H 0.287 2.499 -0.269
H 0.195 1.568 -1.856
H 1.867 -1.080 -1.250
H 1.995 -1.259 0.360
H -1.685 1.936 1.795
H -0.435 0.632 2.172
H -2.206 0.151 1.864
H -1.759 -1.883 -0.185
H -0.681 -2.449 -1.459
H -0.452 -2.759 0.341
*
```

***

The lowest relative energy (zero: lowest compared OMol25 entry of this formula, charge and spin) belongs to which entry?
C6H12F8IN2O3PtTe

***

Look up the max |F| of the first one.
2.324 eV/Å

***

Among the records above, which one has the highest relative energy (zero: lowest compared OMol25 entry of this formula, charge and spin)?
C6H12FN

***

Among the records above, which one has the highest relative energy (zero: lowest compared OMol25 entry of this formula, charge and spin)?
C6H12FN